Run i
Here is C3H5N3O3 as an isolated structure from the Open Molecules 2025 dataset. Energies are from ωB97M-V/def2-TZVPD.

Each line ends with the Mulliken charge.
Cartesian coordinates (Å):
N1 -0.38 1.01 0.35  -0.300
N2 1.03 -0.86 0.26  0.274
C1 0.92 0.79 0.19  0.283
C2 -1.10 -0.14 0.36  0.544
N3 2.09 -1.60 -0.13  -0.663
C3 -0.23 -1.27 0.22  -0.151
O1 -2.11 2.27 -0.54  -0.760
O2 -2.36 -0.11 0.21  -0.587
O3 1.91 1.41 0.03  -0.447
H1 -1.74 2.85 0.13  0.316
H2 -2.54 1.04 -0.21  0.479
H3 2.96 -1.18 0.16  0.279
H4 2.08 -1.91 -1.10  0.256
H5 -0.53 -2.30 0.08  0.477

Values from the calculation:
LUMO energy (spin up / spin down): -1.9 / -2.6 eV
HOMO energy (spin up / spin down): -9.3 / -7.6 eV
orbital gap (spin up / spin down): 7.372 / 4.971 eV

Run ii
Here is C3H5N3O3 as an isolated structure from the Open Molecules 2025 dataset. Energies are from ωB97M-V/def2-TZVPD.

Each line ends with the Mulliken charge.
Cartesian coordinates (Å):
C1 -0.28 0.47 0.11  0.484
C2 1.96 -0.62 0.29  -0.131
C3 0.81 1.46 -0.10  0.502
H1 -3.59 0.51 0.28  0.300
H2 -2.50 -1.24 -0.18  0.309
H3 -0.71 -1.00 -1.11  0.404
H4 2.86 -1.28 0.19  0.305
H5 1.93 -0.28 1.53  0.274
N1 -2.65 0.08 -0.35  -0.565
N2 -1.46 0.91 0.12  -0.294
N3 -0.23 -0.99 0.10  -0.459
O1 1.03 -1.46 -0.24  -0.240
O2 2.08 0.73 -0.65  -0.407
O3 0.75 2.70 0.01  -0.481

Values from the calculation:
LUMO energy: -0.3 eV
HOMO energy: -9.8 eV
orbital gap: 9.467 eV

Tell me which of them is the least stable. Sure, it is run ii.

Run i
Here is C41H37F5MnP2 as an isolated structure from the Open Molecules 2025 dataset. Energies are from ωB97M-V/def2-TZVPD.

Each line ends with the Mulliken charge.
Cartesian coordinates (Å):
Mn1 0.68 0.17 1.27  -0.215
C1 0.84 -3.05 -1.75  0.084
C2 0.68 -1.98 -2.54  0.043
C3 -0.22 -2.00 -3.74  -1.382
C4 -1.64 -2.60 -3.52  -1.432
C5 -2.22 -2.46 -2.14  0.441
C6 -2.04 -3.37 -1.18  -1.100
C7 -1.15 -4.57 -1.31  -1.245
C8 0.16 -4.35 -2.08  -1.243
C9 -0.94 1.57 2.15  -2.527
H1 1.58 -3.08 -0.95  0.554
H2 1.32 -1.10 -2.46  0.610
H3 0.24 -2.60 -4.53  0.609
H4 -0.33 -0.99 -4.13  0.036
H5 -2.30 -2.11 -4.24  0.583
H6 -1.64 -3.63 -3.85  0.322
H7 -2.98 -1.67 -2.04  0.766
H8 -2.72 -3.47 -0.34  0.990
H9 -1.68 -5.40 -1.78  0.418
H10 -0.91 -4.91 -0.30  0.339
H11 0.83 -5.19 -1.85  0.543
H12 -0.04 -4.44 -3.15  0.303
H13 -0.20 1.18 2.87  0.634
H14 -1.74 1.83 2.86  0.682
H15 -0.60 2.52 1.77  0.646
P1 1.19 0.73 -0.86  1.276
P2 -1.97 0.53 1.06  1.251
C10 -0.49 0.45 -1.44  -0.792
C11 -1.59 0.23 -0.64  -0.868
C12 2.00 1.85 -2.00  0.326
C13 1.82 1.74 -3.39  -0.301
C14 2.38 2.72 -4.22  -0.684
C15 3.11 3.78 -3.67  -0.578
C16 3.32 3.85 -2.29  -0.809
C17 2.80 2.87 -1.45  0.087
C18 2.47 -0.60 -0.39  1.198
C19 2.14 -1.52 0.64  -0.885
C20 3.10 -2.44 1.10  -0.708
C21 4.42 -2.37 0.62  -0.819
C22 4.76 -1.41 -0.34  -0.699
C23 3.79 -0.54 -0.85  -1.097
C24 -3.44 1.59 0.97  0.330
C25 -3.32 2.83 0.33  -0.486
C26 -4.43 3.66 0.20  -0.698
C27 -5.66 3.26 0.72  -0.502
C28 -5.77 2.02 1.37  -0.664
C29 -4.66 1.19 1.51  -0.360
C30 -2.20 -0.90 2.18  0.826
C31 -1.89 -0.88 3.54  -0.470
C32 -2.09 -2.01 4.33  -0.766
C33 -2.59 -3.18 3.75  -0.578
C34 -2.93 -3.20 2.39  -0.599
C35 -2.77 -2.05 1.63  -0.933
H16 -0.65 0.51 -2.52  0.663
H17 -2.52 0.02 -1.18  0.880
H18 1.24 0.91 -3.81  0.173
H19 2.22 2.66 -5.30  0.422
H20 3.51 4.55 -4.32  0.359
H21 3.88 4.68 -1.85  0.441
H22 2.99 2.89 -0.38  0.381
H23 1.12 -1.63 1.08  0.808
H24 2.83 -3.19 1.85  0.454
H25 5.17 -3.07 0.99  0.395
H26 5.79 -1.33 -0.68  0.396
H27 4.07 0.21 -1.60  0.446
H28 -2.36 3.16 -0.09  0.354
H29 -4.33 4.63 -0.29  0.402
H30 -6.53 3.91 0.64  0.366
H31 -6.73 1.71 1.77  0.384
H32 -4.76 0.24 2.04  0.378
H33 -1.49 0.02 4.01  0.339
H34 -1.83 -1.98 5.39  0.417
H35 -2.72 -4.07 4.37  0.395
H36 -3.30 -4.12 1.95  0.474
H37 -3.07 -2.01 0.58  0.729
F1 0.76 4.00 1.10  -0.416
C36 1.81 3.46 1.81  0.177
C37 1.93 2.09 1.97  -0.717
C38 2.93 1.66 2.82  0.434
F2 2.97 0.35 3.18  -0.369
C39 3.88 2.52 3.36  0.330
F3 4.89 2.04 4.10  -0.325
C40 3.78 3.88 3.12  0.587
F4 4.71 4.73 3.59  -0.323
C41 2.74 4.37 2.35  0.451
F5 2.64 5.69 2.11  -0.341

Values from the calculation:
⟨S²⟩: 8.8163
LUMO energy (spin up / spin down): 0.0 / -0.2 eV
HOMO energy (spin up / spin down): -5.1 / -5.7 eV
spin multiplicity: 6
orbital gap (spin up / spin down): 5.107 / 5.574 eV

Run ii
Here is C41H37F5MnP2 as an isolated structure from the Open Molecules 2025 dataset. Energies are from ωB97M-V/def2-TZVPD.

Each line ends with the Mulliken charge.
Cartesian coordinates (Å):
Mn1 -0.90 1.12 -1.64  -0.695
C1 -1.89 1.03 -5.66  -0.285
C2 -1.94 -0.28 -5.41  -0.509
C3 -1.34 -1.30 -6.33  -0.978
C4 0.04 -0.94 -6.92  -1.512
C5 0.92 -0.07 -6.06  0.352
C6 0.96 1.27 -6.05  -0.298
C7 0.06 2.17 -6.83  -1.019
C8 -1.40 1.69 -6.91  -1.026
C9 1.28 0.19 -0.29  -2.059
H1 -2.43 1.75 -5.05  0.647
H2 -2.66 -0.71 -4.70  1.178
H3 -2.03 -1.51 -7.16  0.567
H4 -1.24 -2.25 -5.78  -0.027
H5 0.58 -1.89 -7.06  0.527
H6 -0.11 -0.52 -7.93  0.245
H7 1.69 -0.64 -5.55  0.657
H8 1.86 1.78 -5.68  0.145
H9 0.42 2.30 -7.86  0.381
H10 0.09 3.17 -6.36  0.293
H11 -2.02 2.59 -7.05  0.463
H12 -1.54 1.04 -7.77  0.321
H13 0.43 0.92 -0.29  0.624
H14 2.00 0.53 0.44  0.513
H15 0.94 -0.82 0.00  0.462
P1 -1.69 -0.97 -2.32  1.394
P2 2.12 0.02 -1.85  1.757
C10 -0.16 -1.43 -3.08  -0.713
C11 1.12 -0.89 -3.03  -0.989
C12 -2.71 -2.40 -2.02  0.035
C13 -2.89 -3.39 -3.00  -0.308
C14 -3.65 -4.53 -2.73  -0.730
C15 -4.20 -4.73 -1.46  -0.548
C16 -4.04 -3.74 -0.48  -0.760
C17 -3.33 -2.58 -0.76  0.163
C18 -2.78 0.50 -2.76  0.784
C19 -2.25 1.85 -2.96  0.136
C20 -3.12 2.97 -2.86  -1.338
C21 -4.48 2.77 -2.82  -0.627
C22 -5.01 1.48 -2.73  -0.731
C23 -4.18 0.35 -2.66  -0.909
C24 3.57 -1.00 -1.52  -0.049
C25 3.32 -2.29 -1.01  -0.434
C26 4.38 -3.17 -0.75  -0.763
C27 5.69 -2.75 -1.00  -0.434
C28 5.95 -1.47 -1.49  -0.689
C29 4.89 -0.59 -1.75  -0.255
C30 2.61 1.71 -2.27  0.653
C31 2.57 2.78 -1.34  -0.354
C32 2.82 4.09 -1.75  -0.727
C33 3.09 4.36 -3.10  -0.570
C34 3.15 3.31 -4.02  -0.572
C35 2.98 2.00 -3.59  -0.849
H16 -0.24 -2.37 -3.65  0.621
H17 1.83 -1.37 -3.73  0.861
H18 -2.45 -3.25 -3.99  0.189
H19 -3.81 -5.28 -3.51  0.421
H20 -4.76 -5.64 -1.23  0.368
H21 -4.48 -3.87 0.52  0.423
H22 -3.24 -1.79 -0.01  0.383
H23 -1.28 1.95 -3.53  0.508
H24 -2.69 3.97 -2.84  0.465
H25 -5.17 3.62 -2.85  0.398
H26 -6.10 1.34 -2.69  0.375
H27 -4.63 -0.64 -2.53  0.414
H28 2.30 -2.62 -0.83  0.334
H29 4.17 -4.17 -0.36  0.393
H30 6.52 -3.44 -0.82  0.367
H31 6.99 -1.14 -1.67  0.380
H32 5.09 0.41 -2.14  0.355
H33 2.35 2.57 -0.29  0.329
H34 2.79 4.90 -1.02  0.418
H35 3.25 5.38 -3.42  0.419
H36 3.31 3.53 -5.08  0.436
H37 3.12 1.16 -4.28  0.733
F1 -0.71 -1.61 0.75  -0.458
C36 -1.42 -0.52 1.20  0.312
C37 -1.58 0.63 0.43  -0.544
C38 -2.32 1.62 1.06  0.587
F2 -2.43 2.85 0.48  -0.332
C39 -2.96 1.45 2.30  0.239
F3 -3.75 2.41 2.81  -0.322
C40 -2.80 0.27 3.02  0.710
F4 -3.44 0.05 4.18  -0.316
C41 -1.98 -0.71 2.47  0.331
F5 -1.75 -1.85 3.15  -0.339

Values from the calculation:
⟨S²⟩: 8.9204
LUMO energy (spin up / spin down): 0.0 / -0.1 eV
HOMO energy (spin up / spin down): -5.2 / -5.6 eV
spin multiplicity: 6
orbital gap (spin up / spin down): 5.244 / 5.493 eV

Tell me which of them is the least stable. Sure, it is run ii.

Run i
Here is a 2-piece molecular cluster, C4H12NO3 overall from the Open Molecules 2025 dataset. Energies are from ωB97M-V/def2-TZVPD.

Each line ends with the Mulliken charge.
Cartesian coordinates (Å):
O1 0.77 -1.14 -2.52  -0.316
C1 -0.40 -0.60 -2.42  0.640
C2 -0.70 0.30 -1.23  -0.559
N1 0.23 0.24 -0.06  -0.026
C3 -0.51 -0.04 1.25  -0.322
C4 -0.33 -1.48 1.67  -1.250
O2 -1.29 -0.83 -3.25  -0.017
H1 0.79 -2.04 -2.88  0.433
H2 -1.70 0.03 -0.89  0.414
H3 -0.87 1.31 -1.61  0.440
H4 0.78 1.13 0.00  0.336
H5 0.95 -0.47 -0.22  0.402
H6 -0.08 0.68 1.94  0.363
H7 -1.58 0.16 1.22  0.338
H8 -1.03 -2.14 1.16  0.345
H9 0.69 -1.90 1.63  0.414
H10 -0.47 -1.61 2.75  0.374
H11 2.15 2.58 1.67  0.330
H12 1.28 3.30 0.60  0.320
O3 1.33 2.53 1.18  -0.660

Values from the calculation:
⟨S²⟩: 0.7557
LUMO energy (spin up / spin down): -9.7 / -14.4 eV
total charge: +2
HOMO energy (spin up / spin down): -19.5 / -19.5 eV
spin multiplicity: 2
orbital gap (spin up / spin down): 9.767 / 5.111 eV

Run ii
Here is a 2-piece molecular cluster, C4H12NO3 overall from the Open Molecules 2025 dataset. Energies are from ωB97M-V/def2-TZVPD.

Each line ends with the Mulliken charge.
Cartesian coordinates (Å):
O1 2.21 -1.86 0.75  -0.388
C1 1.25 -1.46 1.34  -0.109
C2 0.67 -0.10 1.02  -0.042
C3 -0.82 -0.34 0.63  -0.861
C4 -1.54 0.77 -0.17  -0.401
O2 -1.53 1.90 0.60  -0.161
N1 1.55 0.50 -0.02  -0.195
H1 0.77 -2.14 2.07  0.423
H2 0.59 0.48 1.94  0.415
H3 -1.38 -0.48 1.55  0.566
H4 -0.98 -1.24 0.04  0.441
H5 -2.47 0.60 -0.72  0.477
H6 -0.82 1.09 -1.00  0.276
H7 -2.27 2.55 0.56  0.436
H8 2.49 0.63 0.38  0.393
H9 1.58 -0.24 -0.73  0.366
H10 1.22 1.34 -0.50  0.312
H11 0.16 -0.03 -2.90  0.338
H12 -0.59 -1.31 -2.68  0.298
O3 -0.09 -0.64 -2.18  -0.583

Values from the calculation:
⟨S²⟩: 0.7544
LUMO energy (spin up / spin down): -7.6 / -13.8 eV
total charge: +2
HOMO energy (spin up / spin down): -18.4 / -18.4 eV
spin multiplicity: 2
orbital gap (spin up / spin down): 10.866 / 4.640 eV

Tell me which of them is the least stable. Sure, it is run ii.

Run i
Here is a 2-piece molecular cluster, C7H15ClN overall from the Open Molecules 2025 dataset. Energies are from ωB97M-V/def2-TZVPD.

Each line ends with the Mulliken charge.
Cartesian coordinates (Å):
C1 1.79 0.87 -0.02  0.793
C2 1.24 -0.33 -0.20  0.209
C3 3.35 1.03 -0.05  -1.443
C4 1.12 2.13 0.25  -1.374
C5 -1.60 -0.87 -1.53  -1.080
C6 -2.42 0.25 0.85  -1.269
C7 -1.60 -0.75 -0.03  0.260
N1 -1.40 -2.14 0.52  -0.225
Cl1 1.74 -1.92 -0.41  -0.204
H1 3.84 0.34 -0.65  0.449
H2 3.63 2.00 -0.46  0.381
H3 3.76 1.04 0.98  0.312
H4 1.47 2.47 1.24  0.356
H5 1.62 2.79 -0.43  0.363
H6 0.12 2.15 0.41  0.326
H7 -2.56 -1.39 -1.83  0.371
H8 -0.78 -1.50 -1.77  0.393
H9 -1.72 0.20 -1.90  0.314
H10 -2.37 1.21 0.29  0.310
H11 -3.39 -0.23 0.92  0.448
H12 -1.96 0.26 1.81  0.365
H13 -0.46 -2.38 0.08  0.199
H14 -2.13 -2.87 0.39  0.367
H15 -1.26 -2.36 1.52  0.377

Values from the calculation:
LUMO energy (spin up / spin down): -4.0 / -3.9 eV
total charge: +1
HOMO energy (spin up / spin down): -12.3 / -12.4 eV
orbital gap (spin up / spin down): 8.277 / 8.516 eV

Run ii
Here is an isolated ion of composition C7H15ClN and charge +1 from the Open Molecules 2025 dataset. Energies are from ωB97M-V/def2-TZVPD.

Each line ends with the Mulliken charge.
Cartesian coordinates (Å):
C1 -0.66 -1.68 -0.33  -0.867
C2 -2.10 -1.39 -0.88  -0.502
C3 0.49 -0.80 -0.73  -0.798
C4 -2.95 -0.46 0.02  0.028
C5 2.61 1.00 1.34  -0.865
C6 0.35 1.55 -0.94  -1.049
C7 1.06 0.72 1.25  -0.961
N1 0.48 0.48 -0.05  0.402
Cl1 -3.02 1.12 0.21  0.123
H1 -0.73 -1.53 0.66  0.351
H2 -0.48 -2.65 -0.65  0.496
H3 -1.96 -0.88 -1.92  0.313
H4 -2.57 -2.37 -0.96  0.376
H5 1.29 -1.45 -0.54  0.347
H6 0.67 -0.61 -1.84  0.525
H7 -3.41 -1.10 0.74  0.364
H8 3.17 0.24 0.81  0.288
H9 2.84 2.03 1.08  0.308
H10 2.69 0.97 2.48  0.308
H11 -0.69 1.63 -1.29  0.273
H12 0.59 2.46 -0.32  0.378
H13 1.00 1.31 -1.82  0.312
H14 0.43 1.51 1.74  0.486
H15 0.88 -0.09 1.94  0.363

Values from the calculation:
LUMO energy (spin up / spin down): -6.8 / -6.9 eV
total charge: +1
HOMO energy (spin up / spin down): -11.6 / -11.6 eV
orbital gap (spin up / spin down): 4.802 / 4.640 eV

Tell me which of them is the least stable. Sure, it is run i.